The following is a DFT calculation (ωB97M-V/def2-TZVPD) of a molecular structure, C9H35B2Ba2NO15P3 in a non-equilibrium geometry.

Geometry (Å):
Ba1 -4.49501 -1.20883 -3.33264
Ba2 1.95539 -3.52610 -1.52651
B1 -1.09266 -0.38955 -0.02078
H1 -1.86679 0.32466 0.21347
H2 -0.61814 -0.14660 -0.95889
H3 -0.29847 -0.37326 0.70946
H4 -1.51308 -1.38323 -0.01140
B2 -0.60326 -2.65575 -5.54690
H5 -0.68088 -1.58387 -5.45052
H6 0.38675 -3.05556 -5.70270
H7 -1.00202 -2.99831 -4.60462
H8 -1.33134 -3.06754 -6.22849
N1 -3.57752 -7.19987 -2.19071
O1 -2.52684 -6.81812 -1.68676
O2 -3.82634 -8.37152 -2.49343
O3 -4.47642 -6.34696 -2.11945
C1 -0.95737 -8.98903 3.81476
O4 -0.04078 -8.31470 4.57914
P1 0.03505 -6.68900 4.63536
O5 0.45694 -6.08734 3.34411
O6 -1.49620 -6.27067 5.17276
C2 -1.94085 -5.08870 4.52722
O7 0.92471 -6.41175 5.93033
C3 1.76701 -5.25968 6.07807
H9 -1.33422 -8.29827 3.06048
H10 -1.81080 -9.41391 4.34316
H11 -0.49808 -9.86029 3.34778
H12 -1.58576 -5.00092 3.50042
H13 -1.64803 -4.14985 4.99724
H14 -3.01594 -5.24865 4.44554
H15 1.29183 -4.61114 6.81407
H16 1.88919 -4.71746 5.14043
H17 2.74402 -5.59403 6.42702
C4 3.93239 2.66681 3.28479
O8 5.24425 2.08700 3.21741
P2 5.82715 1.93011 1.70005
O9 5.21233 0.81036 0.91272
O10 5.77144 3.47877 1.17229
C5 4.85853 3.85898 0.15983
O11 7.45265 1.72439 1.84502
C6 8.23359 2.56120 2.61882
H18 3.16488 2.02525 3.71770
H19 3.46375 2.99050 2.35543
H20 4.03770 3.56969 3.88630
H21 3.90906 3.32363 0.15582
H22 5.45378 3.65834 -0.73096
H23 4.61873 4.92054 0.09914
H24 8.44047 3.51577 2.13499
H25 9.14297 2.07961 2.97825
H26 7.78277 2.80983 3.57958
C7 -2.92283 5.93006 -2.26204
O12 -3.09298 6.66092 -3.50805
P3 -3.67093 5.76858 -4.74197
O13 -3.73986 4.28321 -4.62138
O14 -2.80824 6.32569 -5.99920
C8 -2.75128 7.71378 -6.38213
O15 -5.11209 6.50688 -4.92196
C9 -6.08585 6.48655 -3.94678
H27 -3.81592 5.55944 -1.75891
H28 -2.53252 6.59188 -1.48889
H29 -2.16967 5.14426 -2.20407
H30 -2.85470 7.97561 -7.43515
H31 -1.71669 7.98161 -6.16769
H32 -3.47577 8.31102 -5.82850
H33 -5.73351 5.85075 -3.13455
H34 -7.09171 6.16829 -4.22072
H35 -6.18613 7.53664 -3.67226

The LUMO energy is -5.61 eV. The net charge is +1. For the HOMO energy, the calculation gives -8.4 eV.